Here is 2 unconnected molecules or ions with the total composition C4H9N3O2 from the Open Molecules 2025 dataset. Energies are from the ωB97M-V functional and the def2-TZVPD basis.

Each line ends with the Löwdin charge.
Geometry (Å):
1 O 1.089 0.592 -1.669  0.0625
2 O -0.994 2.954 -0.701  0.1546
3 N 1.795 0.072 0.899  0.0407
4 N -0.798 1.654 1.254  0.1881
5 N 0.521 -0.300 0.454  -0.2773
6 C -0.748 2.119 0.108  -0.4125
7 C 0.022 -1.565 0.963  -0.0728
8 C -1.117 -0.314 -1.544  -0.0028
9 C 0.143 0.279 -0.947  -0.4384
10 H 2.262 0.546 0.116  0.0779
11 H 2.352 -0.746 1.144  0.0783
12 H 0.431 -1.774 1.956  0.0847
13 H -0.867 -1.189 -2.148  0.1000
14 H -1.553 0.441 -2.201  0.0916
15 H 0.297 -2.379 0.282  0.0844
16 H -1.062 -1.508 1.052  0.0748
17 H -1.858 -0.566 -0.786  0.0764
18 H 0.085 1.687 1.766  0.0898

Calculated values
orbital gap (spin up / spin down) = 7.30 / 7.30 eV
structure (SMILES) = CC(=O)N(C)N.N=C=O
highest occupied orbital energy (spin up / spin down) = -7.69 / -7.69 eV
ΔE to the lowest compared entry with this formula, charge and spin = 373.7 kJ/mol
charge = 0

---

Here is 10 unconnected molecules or ions with the total composition C46H75B2NO26SSi from the Open Molecules 2025 dataset. Energies are from the ωB97M-V functional and the def2-TZVPD basis.

Each line ends with the Löwdin charge.
Geometry (Å):
1 S 4.243 1.108 5.904  0.5813
2 Si 4.389 -0.680 0.141  0.4502
3 O -4.535 0.692 0.363  0.1150
4 O -0.112 4.589 -2.325  0.0320
5 O 6.685 -3.627 2.109  0.0947
6 O -2.169 5.152 6.186  0.0220
7 O 4.927 2.116 6.616  -0.2060
8 O -3.638 1.824 -5.382  0.0281
9 O 8.077 -5.137 1.217  0.0308
10 O 2.681 1.082 6.178  -0.1009
11 O 1.542 3.613 6.900  0.0911
12 O 2.866 4.403 5.112  0.2092
13 O -2.693 2.972 6.240  0.1230
14 O -5.625 -5.700 -10.637  0.1214
15 O -7.206 -0.953 -6.558  0.1147
16 O -7.703 -2.881 -7.579  0.0349
17 O 3.287 -0.106 1.267  -0.1992
18 O -3.166 -1.003 -0.135  0.0211
19 O 4.758 -0.178 6.109  -0.1969
20 O -3.254 2.129 10.964  0.1176
21 O 0.010 -2.149 -3.733  0.0178
22 O 3.940 3.036 2.076  0.1868
23 O 4.203 1.606 4.398  -0.1153
24 O 0.455 -0.218 -2.693  0.1142
25 O 1.950 3.867 -1.837  0.1150
26 O -1.544 1.129 -5.004  0.1072
27 O -1.963 1.237 9.357  0.0184
28 O -3.777 -6.053 -11.844  0.0322
29 N 1.518 2.943 2.094  0.2234
30 C -2.927 4.310 8.252  -0.0706
31 C -6.022 -1.582 -8.587  -0.0696
32 C -3.030 5.835 8.271  -0.1443
33 C 0.022 2.605 -1.065  -0.0796
34 C -4.983 -5.486 -11.621  -0.4874
35 C 8.747 -4.192 3.267  -0.0666
36 C -4.849 -0.060 -4.660  -0.1517
37 C 4.789 0.790 -0.960  -0.1400
38 C -4.372 -5.002 -13.864  -0.1520
39 C 0.766 3.719 -1.776  -0.4848
40 C -1.319 -0.486 1.231  -0.1448
41 C 2.848 1.563 3.890  -0.2765
42 C 9.297 -5.793 1.608  -0.1550
43 C -7.029 -1.719 -7.458  -0.4895
44 C -1.979 -1.599 0.429  -0.1379
45 C 1.517 4.955 7.371  -0.0370
46 C -3.535 0.076 0.588  -0.5025
47 C -3.196 -5.530 -13.053  -0.1506
48 C 0.557 -2.888 -4.841  -0.1521
49 C 9.958 -4.848 2.603  -0.1547
50 C -2.244 1.581 10.637  -0.4978
51 C -2.087 6.227 7.140  -0.1572
52 C -1.119 1.136 11.557  -0.0733
53 C -7.194 -3.638 -8.700  -0.1482
54 C -0.720 0.506 9.311  -0.1403
55 C -4.967 1.419 -4.980  -0.1388
56 C 2.371 0.196 3.414  -0.0836
57 C -6.527 -2.610 -9.600  -0.1537
58 C -1.460 4.204 -1.995  -0.1412
59 C 1.238 -1.846 -5.718  -0.1487
60 C 0.027 0.895 10.576  -0.1521
61 C -2.724 0.965 -4.883  -0.4939
62 C -5.334 -4.549 -12.766  -0.0771
63 C 7.707 -4.241 2.163  -0.4671
64 C 5.996 -1.316 0.868  -0.1428
65 C -3.416 -0.162 -4.138  -0.0594
66 C -1.381 2.721 -1.661  -0.1350
67 C -2.528 0.327 1.698  -0.0794
68 C 3.429 -0.544 2.620  -0.2056
69 C -2.613 4.022 6.798  -0.4754
70 C 1.703 -0.819 -4.686  -0.0639
71 C 3.639 -2.048 -0.898  -0.1399
72 C 2.053 1.914 5.139  -0.3015
73 C -0.441 1.424 4.580  0.2125
74 C 0.671 -0.975 -3.589  -0.4978
75 C 0.656 1.686 4.994  -0.0250
76 B 2.793 2.566 2.646  -0.5656
77 B 2.165 3.406 5.725  -0.6308
78 H 4.267 2.450 1.389  0.0887
79 H 1.695 0.193 -5.079  0.1298
80 H -0.181 0.779 8.407  0.1222
81 H -5.259 2.011 -4.111  0.1275
82 H 2.794 -1.706 -1.472  0.0087
83 H 0.741 0.142 10.902  0.1163
84 H 6.035 -2.393 0.729  0.0131
85 H -5.142 -3.523 -12.451  0.1201
86 H 1.506 0.305 2.792  0.1091
87 H -0.689 -0.853 2.039  0.1104
88 H 1.260 -3.628 -4.451  0.1252
89 H 10.537 -4.094 2.070  0.1175
90 H -0.884 1.910 12.281  0.1226
91 H -3.855 3.835 8.551  0.1291
92 H -0.950 -0.561 9.276  0.1280
93 H 1.657 3.392 1.199  0.0717
94 H 9.908 -5.966 0.726  0.1229
95 H 5.395 0.521 -1.806  0.0301
96 H -7.271 -2.147 -10.250  0.1225
97 H 8.381 -4.769 4.117  0.1320
98 H -2.375 7.157 6.656  0.1244
99 H -1.434 1.369 4.264  0.0325
100 H -1.052 6.311 7.477  0.1022
101 H 2.091 -0.441 4.236  0.1343
102 H -0.699 0.121 0.575  0.1066
103 H -5.751 -3.035 -10.227  0.0870
104 H -3.354 0.032 -3.065  0.1253
105 H 6.781 -0.907 0.245  0.0343
106 H 6.217 -1.002 1.870  0.0286
107 H 0.031 2.804 0.007  0.1008
108 H 8.943 -3.167 3.566  0.1263
109 H -4.094 -4.217 -14.564  0.1162
110 H 0.507 -1.387 -6.384  0.1169
111 H -6.375 -4.665 -13.053  0.1274
112 H -2.107 4.407 -2.845  0.1236
113 H -2.954 -1.117 -4.371  0.1210
114 H 3.331 -2.869 -0.266  0.0306
115 H -2.489 -4.742 -12.784  0.1268
116 H -5.031 -1.835 -8.206  0.1293
117 H -2.102 3.947 8.864  0.1189
118 H 3.712 4.582 5.525  0.1332
119 H -2.938 -0.051 2.636  0.1288
120 H -8.017 -4.151 -9.189  0.1264
121 H -2.281 -2.442 1.056  0.1265
122 H -2.177 2.389 -1.000  0.1087
123 H 0.474 1.641 -1.275  0.0971
124 H -5.602 -0.408 -3.957  0.1240
125 H -2.659 -6.324 -13.564  0.1246
126 H -2.767 6.288 9.225  0.1162
127 H 0.990 5.616 6.708  0.0887
128 H 2.039 -2.256 -6.330  0.1142
129 H -1.794 4.804 -1.146  0.1254
130 H 4.392 -0.318 3.047  0.1090
131 H 3.858 1.233 -1.281  0.0263
132 H 3.186 -1.596 2.670  0.1300
133 H -4.823 -5.814 -14.434  0.1189
134 H 10.626 -5.353 3.297  0.1144
135 H 2.687 -1.061 -4.279  0.1266
136 H -2.300 1.387 1.782  0.1190
137 H -1.425 0.221 12.065  0.1304
138 H -6.024 -0.572 -8.985  0.1245
139 H 4.413 -2.411 -1.557  0.0306
140 H -0.248 -3.407 -5.355  0.1218
141 H 2.504 5.305 7.608  0.0952
142 H -5.664 1.615 -5.790  0.1213
143 H 5.261 1.548 -0.353  0.0209
144 H 0.975 4.934 8.302  0.0880
145 H -6.490 -4.382 -8.327  0.1231
146 H -1.347 -1.965 -0.375  0.1218
147 H 9.043 -6.756 2.054  0.1258
148 H 0.573 1.825 10.413  0.1154
149 H -1.435 2.129 -2.576  0.0985
150 H 1.135 3.670 2.692  0.1000
151 H -4.952 -0.642 -5.573  0.0918
152 H -4.049 6.136 8.028  0.1182

Calculated values
orbital gap = 9.93 eV
structure (SMILES) = C#C[C@@]1(B(O)OC)OS(=O)(=O)O[C@]1(CCO[Si](C)(C)C)B(N)O.O=C1CCCO1.O=C1CCCO1.O=C1CCCO1.O=C1CCCO1.O=C1CCCO1.O=C1CCCO1.O=C1CCCO1.O=C1CCCO1.O=C1CCCO1
highest occupied orbital energy = -9.61 eV
charge = 0

---

Here is 2 unconnected molecules or ions with the total composition C2H4INO2 from the Open Molecules 2025 dataset. Energies are from the ωB97M-V functional and the def2-TZVPD basis.

Each line ends with the Löwdin charge.
Geometry (Å):
1 I 3.314 -0.592 0.216  0.6785
2 O -1.937 -1.193 -1.078  -0.0307
3 O 2.710 2.278 -0.154  -0.0255
4 N -1.486 -0.316 0.865  0.0682
5 C 2.200 1.221 -0.082  -0.7392
6 C -1.004 -0.526 -0.345  -0.2250
7 H -0.928 0.150 1.558  0.0859
8 H -1.596 -1.363 -1.964  0.0845
9 H -2.409 -0.632 1.157  0.1072
10 H 1.136 0.974 -0.174  -0.0038

Calculated values
orbital gap = 9.76 eV
highest occupied orbital energy = -9.15 eV
ΔE to the lowest compared entry with this formula, charge and spin = 140.5 kJ/mol
charge = 0

---

Here is 2 unconnected molecules or ions with the total composition C3H11NOS from the Open Molecules 2025 dataset. Energies are from the ωB97M-V functional and the def2-TZVPD basis.

Each line ends with the Löwdin charge.
Geometry (Å):
1 S 3.054 0.042 3.786  0.6383
2 O -3.238 -0.056 -1.486  -0.0902
3 N -1.219 0.113 -2.596  0.0105
4 C 1.942 0.125 1.123  -0.1629
5 C -2.565 -0.411 -2.705  -0.3458
6 C 1.611 -0.120 2.633  -0.6017
7 H 1.116 -1.073 2.767  0.0463
8 H 2.961 -0.148 0.949  0.0408
9 H 2.615 1.280 4.191  -0.1358
10 H 0.863 0.597 2.998  0.0536
11 H -0.817 0.064 -3.525  0.0705
12 H 1.418 -0.548 0.432  0.0546
13 H 1.628 1.135 0.848  0.0674
14 H -3.176 0.119 -3.449  0.1093
15 H -2.818 0.735 -1.169  0.0605
16 H -0.685 -0.357 -1.880  0.0674
17 H -2.690 -1.498 -2.917  0.1172

Calculated values
orbital gap = 9.88 eV
structure (SMILES) = CCS.NCO
highest occupied orbital energy = -9.16 eV
ΔE to the lowest compared entry with this formula, charge and spin = 110.9 kJ/mol
charge = 0

---

Here is 2 unconnected molecules or ions with the total composition C4H12 from the Open Molecules 2025 dataset. Energies are from the ωB97M-V functional and the def2-TZVPD basis.

Each line ends with the Löwdin spin population.
Geometry (Å):
1 C 1.838 1.945 -0.124  0.1128
2 C -1.870 -0.670 -0.235  0.2010
3 C -1.720 -2.126 -0.502  0.1701
4 C 1.716 0.806 0.872  0.1782
5 H 2.595 0.793 1.580  0.0220
6 H -1.298 -0.221 -1.138  0.0402
7 H 1.616 -0.161 0.481  0.0385
8 H 0.925 0.844 1.545  0.0326
9 H -2.239 -2.392 -1.401  0.0211
10 H 2.506 2.796 0.208  0.0119
11 H 2.340 1.420 -1.043  0.0248
12 H -2.270 -2.486 0.492  0.0231
13 H 0.893 2.398 -0.381  0.0208
14 H -1.454 -0.064 0.577  0.0329
15 H -2.951 -0.308 -0.523  0.0293
16 H -0.627 -2.574 -0.407  0.0405

Calculated values
orbital gap (spin up / spin down) = 2.89 / 11.05 eV
multiplicity = 2
expectation value of S² = 0.750
highest occupied orbital energy (spin up / spin down) = 1.48 / -6.64 eV
ΔE to the lowest compared entry with this formula, charge and spin = 141.4 kJ/mol
charge = -1

---

Here is a molecular structure, C8H5NO5V from the Open Molecules 2025 dataset. Energies are from the ωB97M-V functional and the def2-TZVPD basis.

Each line ends with the Löwdin spin population.
Geometry (Å):
1 V 1.814 0.326 0.956  1.1112
2 O 2.217 0.210 -0.733  -0.0512
3 O 1.714 -0.075 -2.957  0.0043
4 O 0.662 0.305 2.219  -0.0650
5 O -1.275 0.160 3.244  0.0039
6 O 4.802 0.854 2.422  0.0090
7 N 0.006 0.003 0.022  -0.0220
8 C -0.007 -0.131 -1.306  -0.0011
9 C -2.346 -0.282 0.172  -0.0043
10 C 1.379 -0.001 -1.779  0.0006
11 C -0.698 0.127 2.172  0.0003
12 C 3.824 0.681 1.937  -0.0010
13 C -1.106 -0.065 0.770  -0.0013
14 C -1.199 -0.351 -1.995  -0.0066
15 C -2.376 -0.425 -1.229  0.0234
16 H 2.659 0.013 -3.277  0.0000
17 H -1.226 -0.462 -3.075  -0.0004
18 H -2.251 0.053 3.418  -0.0002
19 H -3.325 -0.595 -1.724  0.0008
20 H -3.268 -0.343 0.741  -0.0004

Calculated values
orbital gap (spin up / spin down) = 6.75 / 7.44 eV
multiplicity = 2
expectation value of S² = 0.770
highest occupied orbital energy (spin up / spin down) = -27.49 / -27.54 eV
ΔE to the lowest compared entry with this formula, charge and spin = 5.7 kJ/mol
charge = +4

---

Here is C4H10O2 in the gas phase from the Open Molecules 2025 dataset. Energies are from the ωB97M-V functional and the def2-TZVPD basis.

Each line ends with the Löwdin charge.
Geometry (Å):
1 O -1.846 0.452 -0.688  -0.0764
2 O 0.333 0.374 2.132  -0.1360
3 C 0.467 -0.735 1.094  -0.1498
4 C 0.758 -0.668 -1.398  -0.0636
5 C 0.632 0.090 -0.127  -0.4034
6 C -0.580 1.002 -0.233  -0.2194
7 H -0.648 0.547 2.115  0.0773
8 H 0.130 -1.567 -1.485  0.0898
9 H -0.537 -1.309 0.868  0.1522
10 H -0.264 1.789 -0.926  0.1353
11 H -2.380 0.407 0.154  0.1052
12 H 1.216 -1.396 1.606  0.1342
13 H 1.352 0.775 0.050  0.1091
14 H -0.876 1.335 0.717  0.0790
15 H 1.777 -0.982 -1.572  0.0758
16 H 0.468 -0.115 -2.306  0.0906

Calculated values
orbital gap = 10.83 eV
structure (SMILES) = CC(CO)CO
highest occupied orbital energy = -10.27 eV
ΔE to the lowest compared entry with this formula, charge and spin = 233.2 kJ/mol
charge = 0